Record 1
ORCA calculation (the ωB97M-V functional and the def2-TZVPD basis) on a molecular structure, C29H35I2N8O3RbS3.

- Energy above the lowest of the compared OMol25 structures with the same formula, charge and spin: 0.0731 eV
- Total charge: -2
- Largest force on an atom: 0.26 eV/A
- 2S+1: 1
- HOMO energy: -1.93 eV

Structure (XYZ):
```
81
Properties=species:S:1:pos:R:3:forces:R:3
Rb -0.039372 0.021906 0.514162 0.061 -0.080 -0.126
C 1.453221 3.537365 1.761524 0.017 0.037 -0.011
C 0.833868 2.764812 2.938123 0.004 0.031 0.026
N -0.450161 2.177342 2.636102 -0.028 -0.029 -0.124
C -1.631376 2.997405 2.602772 0.004 0.034 0.032
C -1.768144 3.975624 1.430581 -0.020 0.028 -0.013
S -1.575873 3.316601 -0.256703 0.060 -0.075 0.033
C -0.088088 4.190225 -0.835184 -0.009 0.020 -0.005
C 1.252617 3.454741 -0.707876 -0.003 0.010 -0.004
N 1.429549 2.776054 0.542803 -0.097 -0.086 0.043
H 2.469200 3.841387 2.067208 0.000 0.000 0.001
H 0.902688 4.468188 1.609430 0.012 0.002 -0.011
H 0.800532 3.448203 3.808600 -0.013 -0.019 0.013
H 1.509825 1.944996 3.190937 0.012 0.003 -0.014
H -0.639878 1.329749 3.152512 0.019 0.019 0.008
H -1.744056 3.616071 3.516361 0.005 -0.016 0.008
H -2.476198 2.308260 2.574932 -0.008 -0.001 0.006
H -1.079434 4.813744 1.530004 -0.003 0.000 -0.003
H -2.774816 4.397264 1.490333 0.002 0.005 0.005
H -0.071848 5.155028 -0.322717 -0.005 0.001 -0.005
H -0.258553 4.399041 -1.892707 0.006 0.008 0.000
H 2.033239 4.209396 -0.929703 0.012 -0.013 0.001
H 1.310519 2.705911 -1.499286 -0.002 0.010 -0.002
H 2.118311 2.025775 0.531316 0.012 0.023 0.035
I -8.214176 -1.060891 3.950127 0.002 -0.001 0.005
C -6.240703 -0.716698 3.332295 0.004 0.012 -0.034
C -5.192286 -0.948630 4.206652 0.009 -0.018 0.051
C -3.898250 -0.724480 3.776381 -0.031 0.002 -0.060
I -2.295801 -1.032851 5.080386 0.013 -0.006 0.026
C -3.563029 -0.278713 2.461727 0.022 -0.071 0.023
O -2.371059 -0.116236 2.066341 -0.059 0.090 -0.011
C -4.697073 -0.008443 1.617532 0.014 0.006 0.001
C -4.430717 0.590496 0.255265 -0.008 -0.017 -0.001
N -3.570649 -0.166611 -0.642901 -0.002 -0.017 0.020
C -4.028377 -1.509411 -0.914934 0.007 0.009 -0.008
C -3.047155 -2.242970 -1.797660 -0.015 -0.004 0.001
C -3.487159 -3.243306 -2.660606 -0.005 0.027 0.007
C -2.562008 -3.919701 -3.435322 0.017 -0.004 -0.005
C -1.224421 -3.576580 -3.327264 0.009 -0.002 -0.007
C -0.875316 -2.569591 -2.441180 -0.002 0.030 0.037
N -1.760234 -1.914814 -1.690915 -0.040 -0.023 0.059
C -5.986175 -0.241386 2.047911 -0.014 0.001 0.024
H -5.376332 -1.300171 5.213046 -0.001 0.001 -0.002
H -3.948824 1.564316 0.383718 -0.008 0.003 0.000
H -5.388918 0.768147 -0.246832 0.001 0.004 -0.002
H -2.658265 -0.238861 -0.209378 -0.094 0.087 -0.042
H -4.998485 -1.463134 -1.421840 -0.005 -0.010 0.005
H -4.181203 -2.108307 -0.000159 0.003 -0.006 0.000
H -4.544216 -3.474206 -2.715562 0.003 -0.008 -0.012
H -2.879923 -4.701307 -4.115573 -0.004 0.000 0.002
H -0.456611 -4.075059 -3.902898 -0.007 -0.005 -0.003
H 0.163724 -2.287495 -2.315188 0.004 -0.003 0.000
H -6.811401 -0.036273 1.373762 0.004 0.001 -0.004
C 4.471871 -1.514148 -2.833776 -0.015 0.010 0.021
C 3.708311 -0.631638 -3.743812 0.055 0.067 -0.015
N 3.905345 -0.488458 -5.019726 -0.077 -0.098 0.013
N 2.949530 0.421860 -5.395063 0.045 0.070 0.000
C 2.181408 0.869994 -4.386091 -0.028 -0.044 0.010
S 0.956534 2.005160 -4.483261 0.013 -0.005 -0.004
N 2.670511 0.171495 -3.318123 -0.067 0.023 0.016
N 2.189384 0.293858 -2.011509 0.088 -0.034 -0.006
H 5.259772 -2.005228 -3.401080 0.004 0.008 0.010
H 3.806503 -2.257516 -2.384628 0.003 0.000 0.003
H 4.889995 -0.933865 -2.006997 0.013 0.013 0.004
H 2.872528 0.736124 -6.343144 0.008 0.009 0.001
H 2.953157 0.674826 -1.441565 -0.009 0.027 -0.008
H 2.032811 -0.658549 -1.645138 0.027 0.016 0.009
O 4.463056 0.475307 -0.164377 -0.064 -0.045 -0.077
C 3.715869 -0.198599 0.591069 0.225 0.107 0.084
O 2.659420 0.217762 1.123758 0.003 -0.044 0.031
C 4.159731 -1.616352 0.894934 -0.115 -0.056 -0.040
C 5.361758 -1.773104 1.577500 0.023 0.012 -0.003
C 5.851292 -3.024825 1.919231 -0.004 0.011 0.002
C 5.122515 -4.147329 1.544193 -0.013 -0.010 -0.005
C 3.937357 -4.003580 0.843402 0.023 -0.003 0.016
C 3.413538 -2.745546 0.498011 -0.037 0.010 -0.021
S 1.914672 -2.686516 -0.426642 0.053 -0.032 0.006
H 5.920822 -0.880622 1.837416 -0.004 0.001 -0.010
H 6.785031 -3.121881 2.461526 -0.001 -0.003 0.001
H 5.480408 -5.141267 1.793356 0.001 0.000 0.000
H 3.376171 -4.879296 0.540061 -0.003 0.000 -0.002
```
Forces are in eV/Å.

---

Record 2
ORCA calculation (the ωB97M-V functional and the def2-TZVPD basis) on a molecular structure, C29H24F2N5S4Tl.

- Energy above the lowest of the compared OMol25 structures with the same formula, charge and spin: 0.0270 eV
- Total charge: -2
- Largest force on an atom: 0.12 eV/A
- 2S+1: 1
- HOMO energy: -0.70 eV

Structure (XYZ):
```
65
Properties=species:S:1:pos:R:3:forces:R:3
Tl -0.462535 -0.273760 1.215283 -0.020 -0.045 0.022
C 1.627356 -0.170570 -3.366431 0.025 -0.039 0.014
N 0.409507 -0.235869 -2.579459 0.012 0.021 0.031
C -0.353026 -1.454246 -2.754702 0.020 -0.007 -0.023
C 0.170202 -2.698563 -2.074131 -0.035 0.021 0.004
C -0.211124 -3.938996 -2.586334 -0.019 -0.021 0.011
C 0.161081 -5.088994 -1.919031 -0.012 0.005 -0.017
C 0.909525 -4.973412 -0.757478 0.011 0.007 0.019
C 1.246636 -3.698954 -0.331696 0.005 0.006 0.023
N 0.900158 -2.587168 -0.969881 0.013 0.013 -0.035
C -0.411939 0.960068 -2.789537 -0.013 0.012 -0.064
C -0.072253 2.065012 -1.819470 0.002 0.026 0.054
C -0.936272 2.337157 -0.758955 0.038 0.034 0.027
C -0.570476 3.289585 0.177432 0.063 -0.024 -0.045
C 0.647507 3.939486 0.023552 -0.081 -0.033 0.040
C 1.424357 3.622758 -1.077576 -0.027 0.014 -0.014
N 1.077264 2.720796 -1.994242 0.015 -0.048 -0.065
C 2.693035 -1.122179 -2.885207 0.049 0.078 0.078
C 2.858889 -2.376054 -3.467270 -0.008 0.011 -0.013
C 3.780754 -3.255504 -2.931126 0.003 -0.017 -0.007
C 4.528152 -2.845424 -1.839522 0.014 0.018 0.026
C 4.328447 -1.559461 -1.356959 -0.007 0.009 -0.019
N 3.445720 -0.707140 -1.863455 -0.016 -0.080 -0.076
H 2.022264 0.840650 -3.282276 -0.011 0.010 0.004
H 1.409926 -0.377771 -4.435284 0.004 0.004 0.002
H -0.498247 -1.689511 -3.828527 -0.007 0.010 -0.005
H -1.354069 -1.291687 -2.331264 -0.004 0.002 0.000
H -0.818565 -3.983195 -3.482267 -0.001 -0.004 0.000
H -0.143830 -6.061861 -2.287097 -0.002 0.001 -0.002
H 1.205417 -5.840732 -0.181838 0.001 0.000 -0.001
H 1.817482 -3.558265 0.581551 0.002 -0.005 -0.001
H -1.456541 0.684719 -2.646716 -0.002 -0.001 0.024
H -0.297955 1.334298 -3.820847 -0.010 -0.001 0.001
H -1.857307 1.771994 -0.659240 -0.010 0.010 -0.003
H -1.204475 3.481780 1.033450 -0.004 0.004 0.001
H 0.993736 4.660813 0.752494 0.007 0.005 0.002
H 2.379029 4.116679 -1.235764 -0.001 0.002 0.004
H 2.230408 -2.663811 -4.300757 0.002 0.002 -0.002
H 3.898024 -4.250584 -3.343111 0.000 -0.003 -0.002
H 5.247895 -3.501810 -1.367463 0.000 0.002 0.003
H 4.908410 -1.195522 -0.514081 0.003 -0.004 0.001
F 2.986453 3.362681 4.268857 -0.014 0.005 0.009
C 1.681008 2.990528 4.070800 -0.004 0.006 0.010
C 1.392794 1.789069 3.460325 0.024 -0.001 0.017
C 0.069935 1.381521 3.243611 0.064 -0.023 -0.068
C -0.939376 2.261805 3.681112 -0.107 0.001 0.017
C -0.602809 3.463807 4.286301 0.034 -0.006 0.005
F -1.575661 4.347888 4.682903 0.009 0.010 0.002
C 0.702829 3.868940 4.497869 -0.015 -0.035 -0.015
C -2.361443 1.878479 3.447447 0.037 0.063 -0.024
C -3.362635 2.081703 4.396740 0.006 -0.015 -0.020
C -4.644779 1.635633 4.124131 0.011 -0.003 -0.015
C -4.898775 1.007081 2.916750 -0.015 -0.015 -0.001
C -3.849944 0.848601 2.021580 0.019 -0.003 -0.007
N -2.617279 1.283178 2.277993 -0.034 -0.001 0.034
H 2.229621 1.174538 3.133913 0.000 0.008 -0.007
H 0.936276 4.818391 4.957558 0.001 -0.001 -0.001
H -3.123007 2.563810 5.333838 -0.009 -0.003 0.015
H -5.434467 1.766037 4.856412 0.002 0.002 0.000
H -5.878898 0.622198 2.668267 0.004 0.004 -0.005
H -3.988605 0.362387 1.059174 -0.012 0.014 0.026
S -3.625999 -0.361439 -1.387516 -0.027 0.013 -0.028
S -4.178103 -2.120804 -0.451989 0.069 0.002 0.021
S -2.506782 -3.069155 0.300655 -0.014 -0.009 0.015
S -2.082922 -2.381626 2.208502 -0.026 -0.005 0.024
```
Forces are in eV/Å.

---

Record 3
ORCA calculation (the ωB97M-V functional and the def2-TZVPD basis) on a molecular structure, C31H29BrCrN9O3.

- Energy above the lowest of the compared OMol25 structures with the same formula, charge and spin: 0.2914 eV
- Largest force on an atom: 1.78 eV/A
- 2S+1: 4
- HOMO energy (alpha / beta): -8.07 / -8.15 eV

Structure (XYZ):
```
74
Properties=species:S:1:pos:R:3:forces:R:3
Cr -1.612343 0.298040 -0.538485 0.269 0.743 0.296
C 5.250859 1.137416 -0.133330 0.018 -0.019 0.033
C 4.937090 0.140956 0.949294 -0.014 0.056 0.022
C 5.918174 -0.306014 1.824635 0.027 -0.016 0.007
C 5.634755 -1.219830 2.829707 -0.036 0.021 -0.028
C 4.350376 -1.725717 2.949012 0.001 0.013 -0.005
C 3.356969 -1.311041 2.074615 0.005 -0.095 -0.026
C 3.640405 -0.363503 1.096995 0.017 0.070 -0.001
N 2.659984 0.083263 0.177024 0.012 -0.041 -0.130
C 1.311324 0.215512 0.382946 -0.058 0.061 0.146
N 0.946049 0.432174 1.661308 -0.065 0.080 -0.053
C -0.327151 0.231498 2.254577 0.026 -0.069 0.027
C -1.471171 0.030796 1.490040 -0.114 0.098 -0.021
C -2.611971 -0.367479 2.197038 0.046 -0.118 0.098
C -2.644236 -0.454379 3.578023 0.023 -0.011 -0.057
C -1.507323 -0.135764 4.305851 -0.004 0.034 0.006
C -0.328748 0.195184 3.659491 0.042 -0.011 0.034
C 0.918127 0.487655 4.457521 -0.048 -0.013 -0.005
N 0.465591 0.188239 -0.610636 0.152 -0.092 -0.139
C 1.034197 0.098473 -1.923617 0.027 -0.060 0.161
C 0.989824 -1.118384 -2.597499 -0.018 -0.060 -0.003
C 1.441235 -1.215104 -3.905075 0.008 0.030 -0.013
C 1.947187 -0.087985 -4.539110 -0.009 -0.003 0.035
C 2.029474 1.112174 -3.847142 0.030 -0.017 -0.005
C 1.593676 1.234031 -2.527451 -0.023 0.057 -0.046
C 1.750176 2.538967 -1.790516 -0.030 -0.001 -0.056
H 6.295901 1.437612 -0.084727 -0.002 0.004 0.004
H 4.632011 2.031752 -0.040401 -0.010 -0.005 0.002
H 5.076499 0.724832 -1.131468 0.003 -0.005 -0.001
H 6.925017 0.079299 1.717341 0.001 0.003 0.004
H 6.415096 -1.541606 3.505795 0.005 -0.007 0.001
H 4.118354 -2.460819 3.708163 0.001 -0.004 0.002
H 2.369506 -1.751604 2.131240 -0.017 0.039 0.008
H 2.944167 0.119719 -0.790489 -0.005 -0.036 0.035
H 1.715307 0.518469 2.305239 -0.030 -0.020 -0.029
H -3.512763 -0.629010 1.653512 0.032 -0.010 0.051
H -3.551394 -0.756509 4.085753 -0.004 -0.006 0.006
H -1.523846 -0.163981 5.388991 0.001 -0.011 0.002
H 0.686151 0.507976 5.520769 0.001 -0.004 0.000
H 1.352850 1.458352 4.202009 -0.006 0.007 -0.003
H 1.691159 -0.272338 4.309948 0.015 0.000 -0.004
H 0.585732 -1.980567 -2.083732 -0.045 -0.028 0.013
H 1.400125 -2.166790 -4.418315 -0.005 0.000 -0.003
H 2.293478 -0.145322 -5.562744 0.002 0.000 -0.001
H 2.449693 1.984003 -4.334372 -0.003 0.002 -0.005
H 2.228770 3.276564 -2.433032 0.001 -0.005 -0.002
H 2.366841 2.418424 -0.897466 -0.001 0.008 -0.017
H 0.796074 2.945617 -1.463477 -0.051 -0.008 0.042
N -1.771037 0.551734 -2.784727 -0.114 0.065 -0.093
N -2.016857 1.927293 -3.003436 -0.237 -0.012 -0.195
C -1.617180 2.800274 -1.966270 0.338 -0.279 -0.004
O -1.437396 3.973184 -2.220204 -0.164 0.107 -0.042
O -1.454696 2.210553 -0.832834 0.068 0.319 0.360
H -0.910149 0.252920 -3.242192 -0.064 -0.021 0.060
H -2.537808 0.015089 -3.176398 0.021 -0.003 -0.011
H -1.827565 2.280060 -3.932285 0.051 -0.071 0.096
Br -3.519890 2.689096 1.380197 0.005 0.078 -0.047
C -4.421502 1.435002 0.315264 -0.026 0.098 0.064
C -5.809525 1.464361 0.384993 -0.013 0.027 -0.040
C -6.540763 0.575103 -0.373112 -0.029 0.017 0.040
C -5.862066 -0.317196 -1.186415 0.047 -0.019 -0.016
C -4.486577 -0.284676 -1.180496 0.072 0.015 -0.061
N -3.749115 0.564291 -0.440375 -0.309 0.027 -0.086
H -6.284022 2.186008 1.031773 -0.008 0.000 -0.002
H -7.621737 0.576672 -0.326490 0.005 0.013 -0.007
H -6.378206 -1.038043 -1.803314 0.004 0.002 0.002
H -3.932495 -0.983332 -1.785531 0.075 -0.070 0.005
O -1.724350 -1.600629 -0.706273 -0.093 -1.725 -0.427
N -2.634472 -2.458530 -0.324771 0.055 0.378 0.072
C -2.333390 -3.717066 -0.449235 0.140 0.221 -0.051
C -1.061281 -4.169893 -0.958110 -0.221 0.039 0.112
N -0.050852 -4.539687 -1.361081 0.036 0.059 -0.042
C -3.329551 -4.681270 -0.060860 0.196 0.175 -0.061
N -4.114743 -5.464544 0.238415 -0.002 0.007 -0.011
```
Forces are in eV/Å.

---

Record 4
ORCA calculation (the ωB97M-V functional and the def2-TZVPD basis) on 2 unconnected molecules or ions with the total composition CHI2P.

- Energy above the lowest of the compared OMol25 structures with the same formula, charge and spin: 4.3726 eV
- Largest force on an atom: 2.46 eV/A
- 2S+1: 1
- HOMO energy (alpha / beta): -8.76 / -8.05 eV

Structure (XYZ):
```
5
Properties=species:S:1:pos:R:3:forces:R:3
C 1.784733 0.459713 1.974915 -0.932 -0.167 -2.274
P 0.226765 1.008320 -0.220012 1.760 0.749 1.286
I 2.683369 1.941167 3.024744 0.101 0.568 0.398
I 3.160226 -0.763870 0.949190 -0.153 -0.076 0.195
H -0.494597 -0.035513 0.270346 -0.777 -1.074 0.394
```
Forces are in eV/Å.

---

Record 5
ORCA calculation (the ωB97M-V functional and the def2-TZVPD basis) on a gas-phase ion, C4H5N2O4S (charge -1).

- Energy above the lowest of the compared OMol25 structures with the same formula, charge and spin: 1.0994 eV
- Total charge: -1
- SMILES: CCN1C(=O)C(=O)N=[S@@]1(=O)[O-]
- Largest force on an atom: 4.82 eV/A
- 2S+1: 1
- HOMO energy: -5.61 eV

Structure (XYZ):
```
16
Properties=species:S:1:pos:R:3:forces:R:3
C -0.616335 -0.257375 0.517491 2.692 -0.244 0.761
C 0.477014 0.108572 -0.520434 -2.876 2.068 0.204
N 1.692629 0.354652 0.175575 3.728 -1.942 -1.309
C 2.610055 1.365953 -0.131760 0.245 0.249 0.825
O 2.430670 2.517593 -0.458387 -0.854 -0.511 -0.225
C 4.106226 0.930400 0.203145 -0.018 0.413 -0.332
O 4.960909 1.802448 0.318590 -0.747 -1.031 0.016
N 4.295360 -0.414607 0.265706 -1.207 -0.955 0.212
S 2.939266 -1.235248 -0.036899 -0.488 3.411 -3.375
O 2.801719 -1.667397 -1.442172 0.364 0.929 1.585
O 2.456071 -2.194795 0.862775 -0.129 -1.372 2.266
H -0.207077 0.504233 1.208856 -1.183 -0.813 0.828
H -1.612345 -0.014043 0.254379 -0.947 0.051 -0.540
H -0.490957 -1.281334 0.897143 -0.242 0.389 0.144
H 0.496217 -0.454831 -1.426955 0.606 -0.785 -0.448
H -0.007643 1.070195 -0.784090 1.056 0.143 -0.611
```
Forces are in eV/Å.

---

Among the records above, which one has the lowest largest force on an atom?
C29H24F2N5S4Tl